Record 1
Density functional theory data (wB97M-V/def2-TZVPD) for a structure of composition C26H38AuN2PSi2.

Last column: Löwdin charge in e.
Atoms and positions in Å:
Au  9.04  8.22  8.08  0.834
C  12.82  6.06  7.19  -0.168
Si  12.11  7.76  7.15  0.356
C  11.05  7.85  5.62  -0.205
C  13.52  9.00  6.97  -0.151
N  11.15  8.06  8.57  -0.162
C  11.54  7.83  9.83  -0.313
C  12.86  7.64  10.18  -0.100
C  13.31  7.46  11.44  -0.087
C  12.33  7.45  12.49  -0.100
C  11.00  7.44  12.23  -0.049
C  10.51  7.58  10.89  -0.336
N  9.29  7.39  10.57  -0.033
Si  7.92  6.86  11.42  0.350
C  7.99  6.11  13.12  -0.187
C  6.76  8.31  11.60  -0.157
C  7.10  5.57  10.39  -0.159
H  13.43  5.95  6.31  0.026
H  12.04  5.28  7.14  0.041
H  13.46  5.83  8.03  0.029
H  11.76  7.82  4.81  0.024
H  10.48  8.77  5.56  -0.008
H  10.29  7.03  5.44  0.049
H  14.34  8.58  6.37  0.036
H  13.90  9.17  7.97  0.016
H  13.24  9.96  6.52  0.011
H  13.62  7.67  9.41  0.081
H  14.36  7.47  11.67  0.100
H  12.70  7.34  13.54  0.109
H  10.26  7.31  13.01  0.081
H  8.21  6.85  13.89  0.025
H  8.68  5.30  13.33  0.034
H  7.00  5.72  13.29  0.029
H  7.05  8.91  12.43  0.023
H  5.79  7.91  11.72  0.016
H  6.78  8.86  10.65  0.008
H  7.72  4.71  10.30  0.023
H  6.84  5.96  9.42  0.000
H  6.21  5.31  10.94  0.026
C  7.09  7.93  7.40  -0.275
H  6.38  8.18  8.22  -0.003
H  7.00  6.86  7.23  -0.028
H  6.93  8.45  6.50  -0.058
C  9.01  10.99  10.45  -0.220
P  8.98  10.53  8.67  0.945
C  10.33  11.45  7.91  -0.355
C  11.50  11.65  8.60  -0.096
C  12.62  12.14  7.96  -0.098
C  12.57  12.49  6.62  -0.101
C  11.41  12.25  5.90  -0.084
C  10.27  11.78  6.54  -0.077
C  7.48  11.40  8.10  -0.340
C  6.82  12.38  8.84  -0.071
C  5.70  13.00  8.31  -0.071
C  5.23  12.60  7.07  -0.081
C  5.89  11.66  6.32  -0.071
C  7.02  11.05  6.83  -0.141
H  9.09  12.04  10.67  0.051
H  9.82  10.48  10.93  0.030
H  8.09  10.54  10.85  0.030
H  11.55  11.40  9.66  0.105
H  13.53  12.26  8.51  0.105
H  13.45  12.92  6.13  0.116
H  11.40  12.47  4.83  0.112
H  9.35  11.71  5.97  0.094
H  7.23  12.69  9.80  0.090
H  5.23  13.80  8.87  0.103
H  4.36  13.08  6.67  0.099
H  5.57  11.37  5.34  0.107
H  7.59  10.33  6.28  0.069

As for the expectation value of S²: 2.03. Its spin multiplicity is 3. Its orbital gap (spin up / spin down) is 0.25462 / 0.24227 hartree.

Record 2
Density functional theory data (wB97M-V/def2-TZVPD) for a structure of composition C26H38BClCrN3O6.

Last column: Löwdin charge in e.
Atoms and positions in Å:
O  0.48  -0.55  -1.68  -0.324
C  -0.34  -0.39  -2.81  -0.359
C  -0.09  0.93  -3.49  -0.170
C  0.58  1.97  -2.83  -0.035
H  0.95  1.78  -1.84  0.071
C  0.77  3.19  -3.45  -0.091
H  1.28  3.99  -2.92  0.094
C  0.32  3.40  -4.75  -0.124
H  0.47  4.36  -5.23  0.084
C  -0.32  2.37  -5.42  -0.111
H  -0.67  2.52  -6.43  0.086
C  -0.53  1.15  -4.79  -0.047
H  -1.03  0.35  -5.32  0.110
H  -0.12  -1.17  -3.54  0.131
C  -2.11  -2.02  -2.10  -0.147
C  -1.78  -0.59  -2.36  -0.403
H  -3.16  -2.25  -2.22  0.071
H  -1.80  -2.31  -1.10  -0.002
H  -1.55  -2.66  -2.79  0.075
C  -2.61  0.44  -2.19  -0.274
C  -4.03  0.41  -1.72  -0.210
H  -2.24  1.43  -2.44  0.115
H  -4.73  0.80  -2.45  0.058
H  -4.14  1.00  -0.80  0.048
H  -4.33  -0.61  -1.47  0.041
Cr  0.01  -0.65  0.13  0.469
Cl  -2.28  -0.45  -0.09  0.497
C  -1.07  -0.41  2.84  -0.293
O  -0.20  -1.01  2.19  -0.065
N  -1.22  -0.54  4.16  -0.166
C  -0.69  -1.69  4.87  -0.035
C  -1.90  0.47  4.94  -0.039
H  -1.77  0.27  2.36  0.099
H  -0.13  -2.30  4.18  0.087
H  -1.50  -2.27  5.30  0.086
H  -0.03  -1.36  5.68  0.085
H  -2.10  1.34  4.32  0.080
H  -1.30  0.78  5.79  0.089
H  -2.85  0.09  5.31  0.084
H  4.83  1.23  -1.91  0.075
H  4.71  1.57  0.80  0.080
C  3.75  1.12  -1.76  -0.054
C  3.66  1.31  0.69  -0.048
N  3.48  0.49  -0.49  -0.174
H  3.35  0.52  -2.58  0.090
C  2.87  -0.69  -0.43  -0.364
O  2.07  -1.05  0.45  -0.083
H  3.31  0.78  1.56  0.088
H  3.16  -1.37  -1.24  0.127
H  3.29  2.10  -1.79  0.079
H  3.07  2.22  0.59  0.085
H  -0.08  -6.03  0.68  0.090
H  2.11  -6.20  -0.95  0.086
C  -0.45  -5.50  -0.20  -0.031
C  1.60  -5.48  -1.58  -0.049
N  0.62  -4.74  -0.82  -0.172
H  -1.25  -4.82  0.10  0.093
C  0.64  -3.41  -0.75  -0.252
O  -0.12  -2.74  -0.04  -0.084
H  2.32  -4.78  -2.00  0.086
H  1.38  -2.92  -1.40  0.136
H  -0.87  -6.21  -0.91  0.086
H  1.12  -6.02  -2.40  0.086
O  1.14  1.60  1.70  0.058
B  0.17  1.46  0.65  -0.405
O  -0.97  2.29  0.99  0.092
C  -0.62  2.87  2.16  -0.260
C  -1.36  3.76  2.95  -0.007
C  -0.80  4.20  4.17  -0.118
C  0.47  3.75  4.57  -0.119
C  1.20  2.86  3.76  0.002
C  0.62  2.45  2.56  -0.276
H  -2.35  4.09  2.64  0.109
H  -1.35  4.87  4.81  0.082
H  0.90  4.07  5.51  0.083
H  2.17  2.50  4.06  0.111

As for the expectation value of S²: 6.04. Its spin multiplicity is 5. Its orbital gap (spin up / spin down) is 0.11578 / 0.18768 hartree. The charge is -1.

Record 3
Density functional theory data (wB97M-V/def2-TZVPD) for a structure of composition C26H38BIN7S3Sc.

Last column: Löwdin charge in e.
Atoms and positions in Å:
Sc  0.73  0.38  -0.95  0.691
C  2.38  -3.62  2.58  -0.013
C  2.75  -2.14  2.70  -0.533
C  3.48  -1.89  4.02  -0.029
C  3.67  -1.69  1.56  -0.044
N  1.47  -1.38  2.67  0.021
C  0.90  -0.77  3.76  0.003
C  -0.33  -0.35  3.39  -0.030
N  -0.54  -0.69  2.08  0.012
B  -1.95  -0.49  1.44  -0.551
N  -2.19  0.98  1.00  0.023
C  -3.46  1.43  0.77  -0.020
C  -3.40  2.73  0.39  0.006
N  -2.08  3.09  0.39  0.020
C  -1.36  2.01  0.76  -0.641
S  0.35  1.93  0.97  0.768
C  -1.54  4.39  -0.06  -0.537
C  -0.71  4.13  -1.33  -0.029
C  -2.69  5.34  -0.41  -0.030
C  -0.71  5.02  1.06  -0.028
N  -2.17  -1.46  0.26  0.019
C  -2.59  -2.73  0.51  -0.023
C  -2.76  -3.37  -0.67  0.000
N  -2.44  -2.50  -1.67  0.018
C  -2.08  -1.34  -1.08  -0.648
S  -1.62  0.13  -1.90  0.712
C  -2.53  -2.79  -3.11  -0.540
C  -3.61  -1.90  -3.72  -0.021
C  -2.91  -4.26  -3.31  -0.033
C  -1.16  -2.55  -3.76  -0.038
C  0.59  -1.31  1.66  -0.640
S  0.83  -1.91  0.06  0.754
H  3.26  -4.24  2.68  0.101
H  1.91  -3.84  1.62  0.055
H  1.68  -3.89  3.37  0.100
H  4.44  -2.40  3.97  0.103
H  2.94  -2.30  4.87  0.095
H  3.68  -0.83  4.17  0.091
H  4.56  -2.31  1.58  0.104
H  3.97  -0.66  1.71  0.046
H  3.22  -1.80  0.58  0.017
H  1.39  -0.68  4.70  0.130
H  -1.08  0.15  3.97  0.140
H  -2.75  -0.75  2.27  0.136
H  -4.31  0.79  0.89  0.141
H  -4.19  3.40  0.14  0.130
H  -1.33  3.66  -2.09  0.093
H  0.16  3.49  -1.13  0.031
H  -0.34  5.07  -1.72  0.101
H  -3.29  4.96  -1.23  0.094
H  -2.27  6.29  -0.72  0.103
H  -3.32  5.53  0.45  0.099
H  0.15  4.41  1.32  0.029
H  -1.32  5.16  1.94  0.101
H  -0.35  6.00  0.74  0.100
H  -2.75  -3.09  1.51  0.137
H  -3.08  -4.38  -0.84  0.128
H  -4.57  -2.10  -3.24  0.099
H  -3.71  -2.11  -4.78  0.101
H  -3.38  -0.85  -3.60  0.041
H  -3.89  -4.48  -2.91  0.094
H  -2.17  -4.93  -2.88  0.097
H  -2.95  -4.47  -4.38  0.102
H  -0.90  -1.49  -3.78  0.028
H  -1.19  -2.91  -4.78  0.098
H  -0.38  -3.10  -3.23  0.093
I  5.66  2.12  2.00  0.968
C  4.87  1.70  0.10  -0.671
C  5.66  1.74  -1.05  -0.073
C  5.05  1.44  -2.26  -0.014
C  3.71  1.10  -2.29  -0.095
N  2.94  1.07  -1.19  -0.056
C  3.52  1.39  -0.02  -0.247
H  6.70  2.01  -0.99  0.117
H  5.63  1.47  -3.18  0.127
H  3.23  0.85  -3.23  0.124
H  2.89  1.42  0.86  0.045

Its orbital gap is 0.28897 hartree. The charge is +2.

Record 4
Density functional theory data (wB97M-V/def2-TZVPD) for a structure of composition C26H38Cl9F9GaN2O.

Last column: Löwdin charge in e.
Atoms and positions in Å:
C  0.17  2.81  -2.18  -0.128
C  1.51  2.62  -2.91  -0.800
Cl  1.27  2.24  -4.67  0.563
C  2.48  1.65  -2.22  -0.276
Ga  1.82  -0.25  -1.89  0.503
C  0.36  -0.92  -3.15  -0.190
C  -1.08  -0.78  -2.55  -0.159
C  -2.12  -0.29  -3.54  -0.433
F  -2.37  -1.31  -4.41  0.103
F  -1.61  0.70  -4.32  0.083
C  -3.44  0.28  -2.93  -0.335
F  -3.31  1.63  -2.90  0.120
F  -4.49  0.04  -3.75  0.144
C  -3.84  -0.16  -1.50  -0.327
F  -5.10  0.33  -1.31  0.121
F  -3.10  0.43  -0.55  0.164
C  -3.93  -1.71  -1.24  -0.521
F  -2.99  -2.10  -0.38  0.178
F  -5.10  -1.96  -0.61  0.147
F  -3.93  -2.43  -2.35  0.192
C  3.46  -1.51  -2.20  -0.122
C  4.57  -1.08  -1.32  -0.559
O  4.97  -1.74  -0.37  0.033
N  5.20  0.21  -1.60  -0.182
C  5.60  0.84  -0.34  -0.106
C  6.42  -0.07  -2.38  -0.091
C  1.32  -0.43  0.09  -0.171
C  0.69  0.57  0.84  -0.122
C  0.32  0.45  2.16  -0.171
N  0.55  -0.67  2.85  0.032
C  1.18  -1.62  2.17  -0.285
C  1.59  -1.59  0.85  -0.080
H  0.27  3.60  -1.43  0.061
H  -0.66  3.05  -2.85  0.062
H  -0.10  1.87  -1.67  0.038
H  1.98  3.60  -2.91  0.020
H  3.35  1.59  -2.88  0.040
H  2.79  2.11  -1.28  0.016
H  0.47  -0.48  -4.14  0.026
H  0.55  -2.00  -3.28  0.048
H  -1.38  -1.78  -2.24  0.115
H  -0.99  -0.17  -1.65  0.086
H  3.22  -2.55  -1.98  0.061
H  3.79  -1.38  -3.24  0.069
H  5.78  1.91  -0.47  0.078
H  6.50  0.37  0.08  0.079
H  4.80  0.73  0.41  0.087
H  6.86  -1.05  -2.13  0.088
H  6.15  -0.09  -3.45  0.078
H  7.14  0.74  -2.25  0.077
H  0.47  1.52  0.34  0.074
H  -0.19  1.28  2.65  0.095
H  1.40  -2.55  2.74  -0.015
H  2.11  -2.43  0.40  0.094
Cl  -0.05  -3.62  3.65  0.672
C  -1.68  -3.83  4.36  -0.627
C  -1.76  -3.28  5.76  -0.653
Cl  -0.80  -4.24  6.92  0.508
H  -1.93  -4.89  4.33  0.043
H  -2.37  -3.30  3.71  0.076
H  -2.80  -3.31  6.10  0.070
H  -1.41  -2.25  5.80  0.070
Cl  0.88  7.27  -1.72  0.539
C  2.61  7.43  -1.32  -0.670
C  3.40  6.23  -1.78  -0.645
Cl  2.98  4.77  -0.86  0.636
H  2.70  7.57  -0.25  0.065
H  2.98  8.32  -1.82  0.068
H  4.47  6.41  -1.63  0.071
H  3.23  6.02  -2.84  0.071
Cl  -2.65  -7.12  6.40  0.539
C  -2.02  -8.09  7.76  -0.663
C  -3.06  -8.32  8.83  -0.670
Cl  -3.48  -6.82  9.69  0.533
H  -1.15  -7.59  8.16  0.067
H  -1.71  -9.05  7.34  0.071
H  -2.68  -9.02  9.57  0.069
H  -3.98  -8.73  8.41  0.065
Cl  -3.61  5.71  -0.84  0.538
C  -4.54  4.34  -1.51  -0.667
C  -5.71  4.81  -2.33  -0.661
Cl  -6.98  5.57  -1.32  0.521
H  -4.85  3.71  -0.68  0.070
H  -3.85  3.78  -2.14  0.052
H  -6.17  3.95  -2.82  0.071
H  -5.41  5.52  -3.09  0.068

Its orbital gap is 0.27764 hartree. The charge is -1.